one | 2 unconnected molecules or ions with the total composition C3H4FN3, computed with ωB97M-V/def2-TZVPD.

Properties
E_HOMO: -9.0 eV

Each line ends with the natural charge from an NBO analysis.
Atoms and positions in Å:
C  -0.534  -1.694  0.074  0.291
C  2.037  0.513  0.160  0.504
C  -1.554  -0.832  -0.361  -0.712
N  0.377  -2.299  0.442  -0.346
N  1.369  1.491  0.086  -0.102
N  0.378  2.119  0.449  -0.487
F  2.807  -0.140  -0.628  -0.260
H  -2.318  -1.418  -0.669  0.243
H  -1.828  -0.211  0.576  0.268
H  -1.103  -0.384  -1.163  0.253
H  0.368  2.856  1.034  0.349


two | 2 unconnected molecules or ions with the total composition C3H4FN3, computed with ωB97M-V/def2-TZVPD.

Properties
E_HOMO (spin up / spin down): -9.5 / -9.2 eV

Each line ends with the natural charge from an NBO analysis.
Atoms and positions in Å:
C  1.842  -0.547  -0.628  -0.126
C  1.961  0.451  0.388  -0.132
C  -2.688  0.268  0.145  0.245
N  0.531  -0.861  -0.737  -0.280
N  0.732  0.758  0.766  -0.276
N  -0.032  -0.039  0.112  0.017
F  -3.055  -0.887  -0.410  -0.293
H  2.686  -1.217  -0.908  0.216
H  2.767  1.126  0.607  0.212
H  -2.380  0.028  1.258  0.226
H  -2.363  0.919  -0.593  0.191


Most stable structure - one; separation to the second - 0.489 eV.


one | 2 unconnected molecules or ions with the total composition CH4O2, computed with ωB97M-V/def2-TZVPD.

Properties
E_HOMO: -10.2 eV
SMILES string: C=O.O

Each line ends with the natural charge from an NBO analysis.
Atoms and positions in Å:
C  0.000  0.000  0.000  0.255
O  -0.636  0.618  -0.878  -0.492
H  -0.360  -0.912  0.533  0.121
H  0.934  0.473  0.387  0.116
O  -1.382  -3.922  -2.377  -0.938
H  -1.627  -4.741  -2.863  0.470
H  -1.333  -4.198  -1.434  0.468


two | 2 unconnected molecules or ions with the total composition CH4O2, computed with ωB97M-V/def2-TZVPD.

Properties
E_HOMO: -10.2 eV
SMILES string: O=O.C

Each line ends with the natural charge from an NBO analysis.
Atoms and positions in Å:
O  3.205  0.622  -0.001  0.001
O  3.308  -0.604  -0.001  0.000
C  -1.315  -0.015  0.001  -0.850
H  -0.534  -0.777  -0.021  0.212
H  -1.690  0.076  1.022  0.212
H  -2.102  -0.249  -0.713  0.213
H  -0.872  0.946  -0.287  0.211


Most stable structure - one; separation to the second - 4.067 eV.


one | 2 unconnected molecules or ions with the total composition C4H11N2S, computed with ωB97M-V/def2-TZVPD.

Properties
charge: +1
E_HOMO: -13.1 eV

Each line ends with the natural charge from an NBO analysis.
Atoms and positions in Å:
C  1.900  -0.138  -0.128  0.355
C  -2.811  -0.500  0.322  -0.604
C  -1.365  -0.505  -0.195  -0.562
C  -0.604  0.456  0.488  -0.047
N  2.660  -1.151  -0.592  -0.787
N  2.476  0.893  0.375  -0.785
S  -0.669  2.172  0.071  0.191
H  -3.578  -0.333  -0.505  0.254
H  -3.009  -1.405  0.915  0.246
H  -2.927  0.336  1.093  0.221
H  -0.868  -1.623  0.109  0.256
H  -1.361  -0.533  -1.280  0.263
H  -0.365  0.440  1.563  0.238
H  2.168  -1.781  -1.133  0.403
H  3.598  -1.057  -0.858  0.386
H  1.987  1.803  0.583  0.432
H  3.532  0.800  0.424  0.392
H  -0.765  2.126  -1.252  0.151


two | 2 unconnected molecules or ions with the total composition C4H11N2S, computed with ωB97M-V/def2-TZVPD.

Properties
charge: +1
E_HOMO: -14.2 eV

Each line ends with the natural charge from an NBO analysis.
Atoms and positions in Å:
C  0.427  0.364  -0.488  -0.003
C  -0.242  -0.537  2.567  -0.727
C  2.036  0.396  -2.808  -0.811
C  -1.592  -0.774  2.020  0.178
N  -0.557  0.727  -1.239  -0.669
N  -1.959  -0.490  0.841  -0.709
S  1.987  0.324  -1.044  0.495
H  0.365  -1.488  2.399  0.264
H  -0.274  -0.520  3.733  0.262
H  0.237  0.428  2.321  0.222
H  1.298  1.091  -3.288  0.239
H  2.035  -0.603  -3.397  0.280
H  2.961  0.857  -2.982  0.265
H  -2.171  -1.162  2.856  0.183
H  -0.518  1.076  -2.141  0.420
H  -1.454  0.730  -0.714  0.461
H  -2.989  -0.666  0.751  0.374
H  0.411  0.246  0.612  0.277


Most stable structure - two; separation to the second - 1.675 eV.